one) Formula: C3H7N5
Source: OMol25
Level of theory: wB97M-V/def2-TZVPD

* HOMO level: -9.253 eV
* gap between HOMO and LUMO: 9.9 eV
* 2S+1: 1
* structure (SMILES): [H]/N=C\N(N=C)/C(N)=N\[H]
* lowest unoccupied orbital energy: 0.0249 Ha

Last column: natural (NBO) charge in e.
CARTESIAN COORDINATES (ANGSTROEM)
H: 2.715 -0.169 0.865  0.33
N: 2.531 -1.116 0.384  -0.61
C: 1.289 -1.229 0.027  0.28
N: 0.314 -0.218 -0.039  -0.40
N: 0.940 0.848 -0.617  -0.22
C: 0.432 1.959 -0.392  -0.10
C: -1.084 -0.553 -0.071  0.55
N: -1.850 0.190 0.770  -0.80
N: -1.696 -1.490 -0.764  -0.69
H: -0.952 -1.828 -1.464  0.34
H: 1.058 -2.211 -0.368  0.17
H: 1.051 2.818 -0.749  0.19
H: -0.473 2.186 0.195  0.17
H: -1.460 0.687 1.546  0.39
H: -2.815 0.125 0.678  0.41


two) Formula: C3H7N5
Source: OMol25
Level of theory: wB97M-V/def2-TZVPD

* HOMO level: -8.150 eV
* gap between HOMO and LUMO: 8.8 eV
* 2S+1: 1
* structure (SMILES): CN(N)c1ncn[nH]1
* lowest unoccupied orbital energy: 0.0251 Ha

Last column: natural (NBO) charge in e.
CARTESIAN COORDINATES (ANGSTROEM)
C: -1.558 1.034 0.015  -0.41
N: -0.807 -0.133 0.279  -0.29
N: -1.219 -1.388 -0.172  -0.64
C: 0.510 0.073 0.267  0.49
N: 1.206 1.162 0.219  -0.54
C: 2.482 0.727 0.205  0.12
N: 2.642 -0.619 0.009  -0.28
N: 1.371 -0.990 0.065  -0.38
H: -1.009 1.713 -0.641  0.23
H: -2.273 0.509 -0.729  0.18
H: -1.991 1.536 0.927  0.22
H: -1.792 -1.843 0.508  0.36
H: -1.891 -1.217 -1.007  0.34
H: 3.325 1.404 0.048  0.19
H: 1.003 -1.968 0.008  0.42


three) Formula: C3H7N5
Source: OMol25
Level of theory: wB97M-V/def2-TZVPD

* HOMO level: -6.989 eV
* gap between HOMO and LUMO: 7.5 eV
* 2S+1: 1
* structure (SMILES): N=c1[nH]c(N)c(N)[nH]1
* lowest unoccupied orbital energy: 0.0201 Ha

Last column: natural (NBO) charge in e.
CARTESIAN COORDINATES (ANGSTROEM)
N: 0.248 -0.051 2.960  -0.83
C: 0.201 -0.113 1.671  0.56
N: -0.754 -0.689 0.889  -0.58
C: -0.470 -0.387 -0.430  0.20
N: -1.302 -0.885 -1.438  -0.87
C: 0.708 0.360 -0.502  0.24
N: 1.358 1.091 -1.552  -0.83
N: 1.093 0.485 0.794  -0.57
H: -0.600 -0.283 3.450  0.34
H: -1.682 -0.792 1.171  0.41
H: -0.846 -1.626 -1.971  0.38
H: -1.952 -0.317 -1.938  0.38
H: 0.778 1.955 -1.716  0.37
H: 1.234 0.556 -2.491  0.38
H: 1.986 0.696 1.104  0.42


Name the most stable of them. three).


one) Formula: C5H9N2O
Source: OMol25
Level of theory: wB97M-V/def2-TZVPD

* net charge: +1
* HOMO level (spin up / spin down): -12.166 / -12.166 eV
* gap between HOMO and LUMO (spin up / spin down): 7.6 / 7.6 eV
* 2S+1: 1
* lowest unoccupied orbital energy (spin up / spin down): -0.1668 / -0.1668 Ha

Last column: natural (NBO) charge in e.
CARTESIAN COORDINATES (ANGSTROEM)
C: -0.777 -0.090 -0.013  0.26
C: 2.699 -0.067 0.066  -0.48
C: 1.495 0.880 -0.026  -0.18
C: -1.983 -0.804 -0.050  0.06
C: 1.692 -1.133 0.052  0.21
N: 0.627 -0.316 -0.019  -0.23
N: -3.168 -0.199 0.061  -0.75
O: -0.943 1.288 0.068  -0.70
H: 3.391 -0.060 -0.775  0.26
H: 3.276 -0.001 0.989  0.26
H: 1.329 1.538 0.825  0.25
H: 1.412 1.452 -0.949  0.24
H: -1.978 -1.873 -0.201  0.23
H: 1.694 -2.207 0.085  0.24
H: -3.223 0.739 0.432  0.42
H: -1.536 1.611 -0.624  0.49
H: -4.007 -0.756 0.079  0.42


two) Formula: C5H9N2O
Source: OMol25
Level of theory: wB97M-V/def2-TZVPD

* net charge: +1
* HOMO level: -12.186 eV
* gap between HOMO and LUMO: 8.6 eV
* 2S+1: 1
* lowest unoccupied orbital energy: -0.1330 Ha

Last column: natural (NBO) charge in e.
CARTESIAN COORDINATES (ANGSTROEM)
C: 1.328 0.486 -1.691  -0.32
C: 1.746 -0.704 -1.257  0.08
C: -0.019 0.665 -1.103  -0.17
C: -0.225 -0.440 -0.326  0.06
C: -1.095 -1.472 1.754  0.10
N: -0.893 1.800 -1.157  -0.65
N: -0.239 -0.911 2.620  -0.70
O: 0.816 -1.230 -0.415  -0.44
H: 1.874 1.072 -2.416  0.24
H: 2.734 -1.068 -1.358  0.22
H: -2.093 -1.240 1.928  0.20
H: -0.806 -2.292 1.217  0.22
H: -1.195 2.016 -0.216  0.44
H: -1.769 1.594 -1.672  0.45
H: -0.530 0.119 3.006  0.41
H: -0.390 2.620 -1.495  0.45
H: 0.756 -1.015 2.581  0.42


Name the most stable of them. one).


one) Formula: C5H9N2O
Source: OMol25
Level of theory: wB97M-V/def2-TZVPD

* net charge: +1
* HOMO level: -12.503 eV
* gap between HOMO and LUMO: 8.6 eV
* 2S+1: 1
* lowest unoccupied orbital energy: -0.1433 Ha

Last column: natural (NBO) charge in e.
CARTESIAN COORDINATES (ANGSTROEM)
C: -0.037 0.164 -0.502  0.26
C: 0.468 -0.393 1.573  0.91
C: 1.093 0.370 0.562  -0.45
C: -1.255 0.370 0.224  -0.42
C: 2.481 -0.149 0.170  -0.59
N: 0.281 -0.347 -1.605  -0.68
N: -2.529 0.029 -0.468  -0.68
O: 0.227 -1.143 2.398  -0.31
H: 1.143 1.431 0.819  0.31
H: -1.363 1.253 0.834  0.22
H: 3.224 0.132 0.911  0.24
H: 2.735 0.294 -0.789  0.27
H: 2.476 -1.227 0.049  0.24
H: -0.436 -0.587 -2.277  0.35
H: -3.303 0.023 0.207  0.45
H: -2.443 -0.911 -0.879  0.44
H: -2.763 0.691 -1.227  0.43


two) Formula: C5H9N2O
Source: OMol25
Level of theory: wB97M-V/def2-TZVPD

* net charge: +1
* HOMO level (spin up / spin down): -13.980 / -13.980 eV
* gap between HOMO and LUMO (spin up / spin down): 8.2 / 8.2 eV
* 2S+1: 1
* lowest unoccupied orbital energy (spin up / spin down): -0.2126 / -0.2125 Ha

Last column: natural (NBO) charge in e.
CARTESIAN COORDINATES (ANGSTROEM)
C: -0.409 0.301 0.989  -0.24
C: -0.843 1.640 0.777  0.70
C: 0.031 -0.004 2.220  -0.12
C: -0.697 -0.677 -0.127  -0.50
C: -1.447 0.164 -1.185  0.09
N: -1.637 1.416 -1.152  -0.29
N: 1.909 -1.330 -1.565  -1.11
O: -0.670 2.741 1.349  -0.54
H: 0.304 -1.083 2.546  0.24
H: 0.169 0.702 3.126  0.24
H: 0.127 -1.025 -0.618  0.32
H: -1.009 -1.518 0.368  0.26
H: -1.629 -0.520 -2.083  0.26
H: 2.241 -0.538 -2.115  0.37
H: 1.828 -2.150 -2.246  0.38
H: 2.854 -1.506 -1.033  0.38
H: -1.122 3.388 0.753  0.56


three) Formula: C5H9N2O
Source: OMol25
Level of theory: wB97M-V/def2-TZVPD

* net charge: +1
* HOMO level (spin up / spin down): -13.437 / -10.396 eV
* gap between HOMO and LUMO (spin up / spin down): 9.2 / 3.9 eV
* 2S+1: 1
* lowest unoccupied orbital energy (spin up / spin down): -0.1554 / -0.2372 Ha

Last column: natural (NBO) charge in e.
CARTESIAN COORDINATES (ANGSTROEM)
C: -0.911 2.159 -2.740  -0.02
C: 0.734 -2.719 1.298  -0.25
C: 1.396 -1.803 2.260  0.20
C: 0.866 -0.454 0.956  0.29
C: -1.123 1.922 -0.477  -0.13
N: -1.605 1.849 -1.711  -0.42
N: 1.586 -1.642 0.757  -0.41
O: 0.780 -0.580 2.313  -0.44
H: -1.451 2.018 -3.607  0.21
H: 0.136 2.222 -2.697  0.21
H: 1.178 -3.642 0.960  0.25
H: -0.310 -2.604 1.211  0.21
H: 2.180 -2.215 2.858  0.24
H: 0.902 0.483 0.417  0.19
H: -0.090 1.964 -0.330  0.19
H: -1.731 1.565 0.395  0.23
H: -2.537 1.475 -1.865  0.45


Name the most stable of them. one).


one) Formula: H5NP2S2
Source: OMol25
Level of theory: wB97M-V/def2-TZVPD

* HOMO level: -9.208 eV
* gap between HOMO and LUMO: 9.6 eV
* 2S+1: 1
* structure (SMILES): S=[PH2]NPS
* lowest unoccupied orbital energy: 0.0128 Ha

Last column: natural (NBO) charge in e.
CARTESIAN COORDINATES (ANGSTROEM)
S: -2.983 0.620 0.123  -0.54
P: -1.339 -0.198 -0.480  1.04
N: -0.144 -0.280 0.708  -1.32
P: 1.411 -0.725 0.483  0.71
S: 2.360 1.106 -0.295  -0.36
H: -0.498 0.568 -1.426  -0.06
H: -1.464 -1.474 -1.124  -0.03
H: -0.622 -0.027 1.602  0.45
H: 1.603 -0.532 1.922  -0.02
H: 1.677 0.942 -1.514  0.15


two) Formula: H5NP2S2
Source: OMol25
Level of theory: wB97M-V/def2-TZVPD

* HOMO level: -8.667 eV
* gap between HOMO and LUMO: 9.3 eV
* 2S+1: 1
* structure (SMILES): PNP(S)S
* lowest unoccupied orbital energy: 0.0216 Ha

Last column: natural (NBO) charge in e.
CARTESIAN COORDINATES (ANGSTROEM)
P: -1.830 0.320 0.471  0.53
N: -0.635 -0.765 0.061  -1.30
P: 1.039 -0.432 -0.324  0.74
S: 1.492 0.799 1.403  -0.29
S: 0.933 0.785 -1.960  -0.29
H: -2.847 -0.812 0.375  -0.03
H: -1.490 0.516 1.943  -0.05
H: -0.843 -1.769 -0.028  0.42
H: 2.467 1.284 0.771  0.12
H: 1.714 0.074 -2.713  0.14


Name the most stable of them. one).


one) Formula: C4H10NO2S
Source: OMol25
Level of theory: wB97M-V/def2-TZVPD

* net charge: -1
* HOMO level: -3.052 eV
* gap between HOMO and LUMO: 6.6 eV
* 2S+1: 1
* lowest unoccupied orbital energy: 0.1312 Ha

Last column: natural (NBO) charge in e.
CARTESIAN COORDINATES (ANGSTROEM)
O: 1.152 -3.750 -1.273  -0.66
C: 1.082 -2.680 -0.681  0.53
N: 0.091 -1.793 -0.816  -0.60
C: -0.022 -0.505 -0.119  -0.08
C: -1.386 0.085 -0.369  -0.54
S: -2.154 1.048 0.966  -0.69
C: 1.100 0.414 -0.578  -0.61
H: 1.852 -2.382 0.052  0.10
H: -0.549 -1.845 -1.592  0.39
H: 0.106 -0.655 0.946  0.21
H: -2.084 -0.727 -0.631  0.18
H: -1.460 0.652 -1.314  0.18
H: 0.984 0.607 -1.647  0.19
H: 0.970 1.426 -0.179  0.22
H: 2.096 0.052 -0.324  0.19
H: -1.010 3.343 3.212  0.47
H: -0.375 3.048 1.798  0.50
O: -0.392 3.661 2.548  -0.99


two) Formula: C4H10NO2S
Source: OMol25
Level of theory: wB97M-V/def2-TZVPD

* net charge: -1
* HOMO level: -2.959 eV
* gap between HOMO and LUMO: 6.4 eV
* 2S+1: 1
* lowest unoccupied orbital energy: 0.1266 Ha

Last column: natural (NBO) charge in e.
CARTESIAN COORDINATES (ANGSTROEM)
C: 0.858 -1.019 -0.325  -0.43
N: 0.593 0.279 -0.957  -0.63
C: -0.788 0.740 -0.778  -0.17
C: -1.032 2.114 -1.358  -0.52
S: -0.879 3.259 0.112  -0.64
C: -1.444 0.707 0.610  0.44
O: -0.980 0.213 1.622  -0.63
H: 0.756 -0.968 0.758  0.20
H: 1.886 -1.315 -0.558  0.18
H: 0.275 -1.810 -0.799  0.18
H: 1.285 0.927 -0.592  0.36
H: -1.289 -0.142 -1.219  0.17
H: -2.040 2.305 -1.721  0.20
H: -0.338 2.438 -2.131  0.21
H: -2.522 0.912 0.528  0.10
H: 2.094 -2.261 2.631  0.47
H: 1.521 -3.185 1.681  0.47
O: 2.045 -3.195 2.498  -0.94


Name the most stable of them. one).


one) Formula: C4H10NO2S
Source: OMol25
Level of theory: wB97M-V/def2-TZVPD

* net charge: -1
* HOMO level: -3.442 eV
* gap between HOMO and LUMO: 7.1 eV
* 2S+1: 1
* lowest unoccupied orbital energy: 0.1351 Ha

Last column: natural (NBO) charge in e.
CARTESIAN COORDINATES (ANGSTROEM)
C: -1.152 -2.542 -1.238  -0.40
N: 0.158 -2.007 -0.926  -0.66
C: 0.584 -0.697 -0.371  -0.13
C: 0.719 -0.605 1.170  -0.56
S: -0.477 0.663 1.535  -0.34
C: -0.666 0.356 -0.609  0.31
O: -0.358 1.328 -1.250  -0.75
H: -1.963 -2.664 -0.371  0.14
H: -1.098 -3.393 -1.829  0.19
H: -1.726 -1.917 -1.950  0.19
H: 0.693 -2.793 -0.457  0.34
H: 1.363 -0.365 -0.999  0.20
H: 1.713 -0.273 1.521  0.20
H: 0.401 -1.459 1.801  0.20
H: -1.698 -0.086 -0.554  0.12
H: 0.737 2.757 0.598  0.47
H: 1.094 2.084 -0.468  0.49
O: 1.621 2.731 0.114  -1.01


two) Formula: C4H10NO2S
Source: OMol25
Level of theory: wB97M-V/def2-TZVPD

* net charge: -1
* HOMO level: -3.994 eV
* gap between HOMO and LUMO: 4.3 eV
* 2S+1: 1
* lowest unoccupied orbital energy: 0.0124 Ha

Last column: natural (NBO) charge in e.
CARTESIAN COORDINATES (ANGSTROEM)
O: -2.095 -0.869 0.523  -0.77
C: -1.365 -1.281 -0.720  -0.01
N: -0.337 -0.448 -1.174  -0.19
C: 0.697 -0.337 -0.289  -0.08
C: 2.202 -0.161 -0.924  -0.54
S: 3.412 -0.115 0.360  -0.23
C: 0.607 0.954 0.587  -0.57
H: -1.042 -2.321 -0.493  0.18
H: -2.328 -1.289 -1.287  0.19
H: 0.757 -1.231 0.341  0.19
H: 2.200 -1.030 -1.564  0.21
H: 2.273 0.672 -1.627  0.20
H: -0.381 1.249 0.938  0.31
H: 0.942 1.784 -0.023  0.19
H: 1.243 0.717 1.443  0.24
H: -2.042 0.135 0.737  0.52
H: -2.660 2.137 1.433  0.41
O: -2.083 1.433 1.742  -1.26


Name the most stable of them. one).